# C24H51F3N7O7S3

A cluster of 6 separate species, C24H51F3N7O7S3 in total at a distorted geometry (the ωB97M-V functional and the def2-TZVPD basis, OMol25).

```
95
C24H51F3N7O7S3 (the ωB97M-V functional and the def2-TZVPD basis)
C 6.9750 0.2371 1.1247
C 5.8197 -0.0365 -0.0534
N 5.5409 -1.5127 -0.0275
C 5.6799 -2.1924 -1.3610
C 4.2841 -2.5456 -2.1383
C 4.3164 -1.9049 0.7471
S 4.4593 -3.3387 1.7136
S 2.6695 -1.0267 0.8344
C 2.2861 -0.0440 -0.7107
C 1.4951 1.3719 -0.4605
C -0.1324 1.2231 -0.2561
N -0.7423 0.0516 -1.0226
S -2.4069 -0.2140 -0.5599
O -3.2401 -0.2715 -1.8871
O -2.8844 0.9657 0.3444
C -2.5319 -1.8918 0.3420
F -1.6373 -1.8238 1.5405
F -3.9371 -2.0818 0.7698
F -2.0596 -2.9336 -0.6074
H 7.5063 1.2735 1.0127
H 7.7227 -0.6874 1.0322
H 6.4364 0.0871 2.1746
H 6.2589 0.3717 -1.0766
H 4.9251 0.6627 0.2226
H 6.3298 -1.5405 -2.1213
H 6.2806 -3.2199 -1.2676
H 4.5962 -3.1422 -3.1245
H 3.7094 -1.5833 -2.5492
H 3.5659 -3.2843 -1.5548
H 3.3085 0.2307 -1.2377
H 1.7258 -0.7681 -1.4766
H 1.6358 2.0100 -1.4597
H 1.9677 1.9709 0.4454
H -0.3126 1.1039 0.9033
H -0.6278 2.1937 -0.6914
C -2.4738 4.4227 0.9740
C -1.5047 5.1853 0.1145
O -0.7812 4.6278 -0.7074
N -1.4411 6.5395 0.2662
C -2.2005 7.3723 1.1685
H -2.4100 3.3562 0.7392
H -2.2249 4.5594 2.0297
H -3.4947 4.7596 0.7760
H -0.7665 6.9823 -0.3463
H -2.7560 8.0998 0.5714
H -1.4962 7.9011 1.8153
H -2.8961 6.7976 1.7810
C 5.7454 5.0792 -1.3625
C 6.1911 3.9293 -0.5032
O 6.4063 2.8119 -0.9667
N 6.3565 4.1532 0.8324
C 6.1565 5.3830 1.5618
H 5.6582 4.7472 -2.4011
H 4.7670 5.4367 -1.0308
H 6.4815 5.8862 -1.3186
H 6.6576 3.3325 1.3442
H 7.1008 5.6484 2.0436
H 5.3997 5.2025 2.3291
H 5.8338 6.2021 0.9180
C 0.2604 -7.6046 1.6824
C 0.8486 -6.2259 1.7952
O 2.0569 -6.0214 1.7059
N -0.0028 -5.1805 2.0033
C -1.4401 -5.2138 2.1352
H 1.0612 -8.3314 1.5180
H -0.2589 -7.8664 2.6081
H -0.4267 -7.6498 0.8335
H 0.4668 -4.2853 2.0682
H -1.8669 -4.5834 1.3512
H -1.7004 -4.7984 3.1118
H -1.8436 -6.2234 2.0500
C -4.8277 -0.9357 -7.0245
C -4.5686 -2.3500 -6.5862
O -4.6511 -3.3000 -7.3610
N -4.2319 -2.5656 -5.2818
C -4.0845 -1.5917 -4.2263
H -5.0843 -0.9236 -8.0878
H -5.6667 -0.5177 -6.4620
H -3.9304 -0.3286 -6.8788
H -4.0730 -3.5418 -5.0629
H -3.0637 -1.6602 -3.8424
H -4.7864 -1.8477 -3.4288
H -4.2772 -0.5740 -4.5677
C -6.7227 -0.8926 5.5142
C -7.7584 -0.8872 4.4249
O -8.9581 -0.7719 4.6642
N -7.3331 -1.0154 3.1350
C -5.9802 -1.1608 2.6525
H -7.2132 -0.7822 6.4857
H -6.1784 -1.8407 5.5080
H -6.0328 -0.0557 5.3785
H -8.0875 -1.0029 2.4590
H -5.7721 -0.3310 1.9726
H -5.9166 -2.1020 2.1010
H -5.2472 -1.1620 3.4600
```

The total charge is -1. For the lowest unoccupied orbital energy, the calculation gives 1.97 eV. For the largest force on an atom, the calculation gives 0.157 hartree/bohr. As for the highest occupied orbital energy: -4.95 eV. The energy is -91132.1659 eV. Its spin multiplicity is 1.